71
Properties=species:S:1:pos:R:3 method="wB97M-V/def2-TZVPD" homo_lumo_gap_ev="5.210 / 6.761" energy_ev=-88498.56189 e_above_lowest_kcal_mol=15.62 lumo_energy_ev="-10.609 / -9.070" multiplicity=1 charge=+3 e_homo_ev="-15.819 / -15.831"
Lu -1.93 1.10 -0.55
P -2.61 -1.48 -0.20
P 2.86 -0.14 1.90
P 1.26 -2.58 -1.38
H -2.99 3.48 -1.24
C -2.73 2.62 -1.85
C -3.54 1.46 -1.90
H -4.43 1.37 -1.24
C -4.21 -1.32 0.68
C -1.51 -2.35 0.99
C -2.95 -2.73 -1.46
C 4.24 0.73 2.61
C 1.29 0.41 2.58
C 3.03 -1.91 2.13
C 0.61 -2.58 -3.10
C 1.73 -4.36 -1.24
C 2.97 -1.98 -1.76
H -1.99 2.84 -2.64
H -3.54 0.82 -2.78
H -4.87 -0.64 0.12
H -4.07 -0.94 1.69
H -4.68 -2.32 0.71
H -1.45 -1.80 1.94
H -0.49 -2.41 0.57
H -1.88 -3.36 1.18
H -3.33 -2.22 -2.36
H -3.71 -3.43 -1.09
H -2.02 -3.27 -1.73
H 4.67 0.09 3.39
H 3.89 1.68 3.04
H 4.99 0.92 1.83
H 1.35 0.34 3.67
H 0.47 -0.22 2.23
H 1.08 1.44 2.29
H 3.89 -2.06 2.79
H 3.20 -2.42 1.17
H 2.12 -2.30 2.60
H 1.14 -3.35 -3.67
H 0.75 -1.59 -3.56
H -0.46 -2.81 -3.07
H 2.10 -4.72 -2.21
H 0.84 -4.94 -0.95
H 2.50 -4.47 -0.47
H 3.39 -2.57 -2.58
H 3.60 -2.06 -0.87
H 2.94 -0.92 -2.06
C 1.59 1.17 -1.58
C 2.76 1.98 -1.79
C 3.11 2.37 -3.06
C 2.29 2.01 -4.14
C 1.04 1.41 -3.92
C 0.61 1.09 -2.64
O 1.54 0.38 -0.55
H 2.86 0.10 0.50
H 3.41 2.14 -0.92
H 4.03 2.96 -3.22
H 2.60 2.24 -5.16
H 0.37 1.19 -4.76
H -0.36 0.54 -2.49
C -1.74 4.17 2.58
N -2.35 3.00 3.21
C -2.59 3.00 4.65
C -2.60 1.92 2.52
O -2.31 1.86 1.27
H -1.70 4.95 3.34
H -2.35 4.50 1.73
H -0.73 3.94 2.22
H -3.52 2.47 4.87
H -1.79 2.49 5.20
H -2.65 4.03 4.98
H -3.05 1.05 3.01

---

64
Properties=species:S:1:pos:R:3 method="wB97M-V/def2-TZVPD" homo_lumo_gap_ev=7.358 energy_ev=-35961.88204 lumo_energy_ev=-2.111 multiplicity=1 charge=+1 smiles="Cn1cc([C@@H](c2cc3c4c(c2)CCCN4CCC3)[N+]2=C3NCCN3CC2)c2ccccc21" e_homo_ev=-9.469
C -2.89 -0.04 -4.88
N -2.31 0.02 -3.53
C -0.97 -0.22 -3.26
C -0.73 -0.12 -1.85
C 0.54 -0.08 -1.19
C 0.59 0.62 0.14
C -0.17 1.77 0.53
C -0.04 2.38 1.80
C 0.89 1.81 2.73
N 0.91 2.23 4.04
C 0.18 3.38 4.51
C -1.13 3.61 3.75
C -0.91 3.53 2.24
C 1.91 1.76 4.97
C 2.34 0.31 4.69
C 2.76 0.16 3.24
C 1.76 0.77 2.30
C 1.71 0.32 0.96
C -2.07 0.14 -1.26
C -2.65 0.23 0.02
C -4.07 0.43 0.13
C -4.91 0.52 -1.00
C -4.37 0.42 -2.29
C -2.98 0.25 -2.36
H -3.98 -0.11 -4.89
H -2.57 0.82 -5.50
H -2.51 -0.96 -5.34
H -0.27 -0.19 -4.12
H 1.52 0.23 -1.87
H -0.86 2.22 -0.22
H 0.03 3.26 5.61
H 0.85 4.24 4.37
H -1.85 2.85 4.09
H -1.53 4.58 4.08
H -0.49 4.50 1.94
H -1.87 3.48 1.72
H 2.78 2.44 4.89
H 1.52 1.87 6.00
H 3.15 0.02 5.38
H 1.49 -0.34 4.93
H 3.73 0.64 3.06
H 2.88 -0.89 2.97
H 2.52 -0.27 0.52
H -2.02 0.29 0.90
H -4.49 0.55 1.14
H -5.99 0.53 -0.90
H -4.98 0.36 -3.16
C 1.08 -2.51 -0.23
C 1.59 -3.83 -0.82
N 1.87 -3.45 -2.16
C 2.24 -4.28 -3.29
C 2.23 -3.25 -4.43
N 1.73 -2.02 -3.80
C 1.44 -2.21 -2.46
N 0.93 -1.63 -1.36
H 0.13 -2.67 0.29
H 1.79 -2.10 0.51
H 2.54 -4.20 -0.41
H 0.89 -4.69 -0.73
H 3.26 -4.66 -3.15
H 1.52 -5.08 -3.46
H 3.23 -3.07 -4.87
H 1.57 -3.49 -5.27
H 1.52 -1.19 -4.38

---

11
Properties=species:S:1:pos:R:3 method="wB97M-V/def2-TZVPD" homo_lumo_gap_ev=8.838 energy_ev=-16087.64450 e_above_lowest_kcal_mol=77.16 lumo_energy_ev=-0.127 multiplicity=1 smiles="CCOC=S" e_homo_ev=-8.965
C -0.15 -1.07 -0.80
C -0.05 0.42 -0.72
C 0.32 0.87 1.49
H -0.90 -1.61 -1.40
H 0.97 -1.50 -1.15
H -0.03 -1.68 0.17
H -0.03 0.59 -1.86
H -1.14 0.87 -0.52
H -0.67 0.57 1.90
O 0.81 0.66 0.23
S 0.86 1.87 2.68

---

Q: Look up the multiplicity of the third one.
A: 1